ORCA calculation (ωB97M-V/def2-TZVPD) on a molecular structure, C26H42ClN2O3Ta in a non-equilibrium geometry.

Geometry as XYZ:
```
75
Properties=species:S:1:pos:R:3:forces:R:3:lowdin_charge:R:1
Ta 0.114855 -0.744475 0.232612 -1.0 1.7 -1.1 1.65
C -1.525700 -2.235811 -0.189890 0.2 0.0 0.0 -0.27
C -1.145111 -1.759559 -1.513728 0.7 0.2 0.2 -0.25
C -2.218646 -0.788312 -1.863636 0.2 0.1 0.0 -0.07
C -3.187162 -0.806227 -0.856048 -0.1 0.0 -0.1 0.03
C -2.811632 -1.657129 0.169935 0.3 0.0 0.1 -0.13
C -3.558710 -1.954390 1.432349 0.0 0.1 0.2 -0.54
C -4.242814 -0.696002 1.983910 -0.1 0.0 -0.1 -0.02
C -4.636094 -3.000974 1.065734 0.0 0.0 -0.1 0.00
C -2.629912 -2.534374 2.506351 0.0 0.0 -0.1 -0.03
C -2.392274 0.195093 -3.010272 0.1 0.0 0.0 -0.52
C -1.178309 0.369860 -3.924945 -0.1 0.0 0.1 -0.03
C -3.596297 -0.259909 -3.865190 0.0 0.0 0.0 0.00
C -2.738149 1.577520 -2.405556 -0.1 -0.1 -0.1 -0.02
C -0.441945 -2.773673 -2.485366 0.1 0.2 -0.2 -0.52
C 0.885421 -2.233322 -3.053442 -0.1 -0.1 0.0 -0.05
C -0.089585 -4.085181 -1.767627 -0.1 0.0 0.0 -0.06
C -1.414612 -3.150944 -3.618124 0.0 0.0 0.1 -0.02
H -1.299381 -3.245250 0.123036 0.1 0.1 0.2 0.10
H -4.089095 -0.209824 -0.859714 0.1 0.0 0.0 0.14
H -4.964294 -0.279442 1.276614 0.0 0.0 0.1 0.09
H -3.511293 0.073378 2.228323 0.0 0.0 0.0 0.06
H -4.782656 -0.951776 2.897498 0.0 0.0 -0.1 0.11
H -5.360051 -2.591032 0.358511 0.0 0.0 0.0 0.10
H -5.165185 -3.287826 1.976346 0.0 0.0 0.0 0.10
H -4.193356 -3.898914 0.627740 0.0 0.0 0.0 0.10
H -1.810604 -1.845412 2.739113 0.0 0.0 0.0 0.08
H -2.206360 -3.496699 2.211583 0.0 0.0 0.0 0.09
H -3.196526 -2.695156 3.424362 0.0 0.0 0.0 0.10
H -0.914407 -0.538804 -4.451029 0.1 -0.1 0.0 0.07
H -0.294853 0.712290 -3.378438 0.0 0.0 -0.1 0.06
H -1.411889 1.120339 -4.681225 0.0 0.0 0.1 0.11
H -3.380573 -1.175524 -4.415180 0.0 0.0 0.0 0.08
H -3.827820 0.524467 -4.588528 0.0 0.0 0.0 0.11
H -4.481665 -0.429539 -3.250292 0.0 0.0 0.0 0.09
H -2.068308 1.842182 -1.584380 -0.1 0.1 0.0 0.06
H -3.758202 1.606090 -2.022336 0.1 0.0 0.0 0.09
H -2.662939 2.341329 -3.180622 0.0 0.0 0.0 0.10
H 1.682387 -2.390958 -2.319244 0.0 0.0 -0.1 0.06
H 0.843630 -1.176351 -3.305981 0.0 0.0 -0.1 0.05
H 1.165576 -2.783819 -3.954608 0.0 0.0 0.1 0.11
H 0.546664 -3.931704 -0.894159 0.0 0.0 0.0 0.05
H 0.469912 -4.710093 -2.465927 0.0 0.0 0.0 0.11
H -0.979020 -4.649403 -1.478165 0.1 0.0 0.0 0.10
H -1.477407 -2.391947 -4.391200 0.0 0.1 0.0 0.06
H -2.419604 -3.332186 -3.225895 0.1 0.0 0.0 0.11
H -1.076483 -4.071840 -4.097462 0.0 0.1 0.0 0.10
N 0.407260 1.487779 -0.821389 -0.2 -0.6 0.5 -0.02
C 1.811591 1.928589 -0.874525 0.1 0.1 0.0 -0.20
C 2.584031 0.830434 -1.536026 0.1 0.0 -0.2 -0.21
N 2.411076 -0.378357 -0.710704 -0.8 -0.3 0.3 -0.07
H 0.009987 1.527605 -1.754844 -0.1 0.0 0.0 0.06
H -0.134025 2.140793 -0.261384 -0.1 0.0 -0.1 0.10
H 2.164670 2.079470 0.145969 0.0 0.1 0.0 0.13
H 1.930272 2.863128 -1.419818 -0.1 0.1 0.0 0.14
H 3.630117 1.110918 -1.639930 0.1 -0.1 0.0 0.14
H 2.184002 0.626827 -2.529943 0.0 0.0 0.0 0.12
H 2.964940 -0.274359 0.137936 0.0 -0.1 0.1 0.10
H 2.794897 -1.185089 -1.193065 -0.1 -0.1 0.1 0.08
O 0.589181 2.191725 4.348404 -0.1 0.1 0.0 0.14
C -0.600626 2.604206 3.915933 0.1 0.0 -0.1 -0.22
C -1.241005 3.596920 4.657593 0.0 0.1 0.1 0.03
C -2.470303 4.068668 4.264513 0.0 0.0 0.0 -0.01
C -3.119936 3.571302 3.117644 -0.1 0.0 0.0 -0.04
C -2.518253 2.591101 2.386101 0.0 0.0 0.0 -0.02
C -1.245695 2.090268 2.763713 0.0 -0.1 -0.1 -0.08
C -0.633304 1.070096 1.991413 0.1 0.1 0.1 -0.51
O 0.560403 0.660596 2.123690 0.2 -0.5 -0.7 -0.08
O -1.284991 0.464773 1.003781 -0.1 -0.3 0.4 -0.20
H 0.964943 1.522082 3.757951 0.0 0.0 0.0 0.10
H -0.742055 3.978601 5.539395 0.0 0.0 0.0 0.14
H -2.948288 4.844051 4.850723 0.0 0.0 0.0 0.13
H -4.084539 3.964756 2.827115 0.0 0.0 0.0 0.12
H -2.996286 2.188751 1.502457 0.0 0.0 0.0 0.11
Cl 1.285684 -2.331224 1.271739 0.3 -0.5 0.6 0.29
```
Forces are in eV/Å.

Results
Largest force on an atom ... 2.233 eV/A
Gap between HOMO and LUMO ... 0.2407 Eh
Net charge ... +2
ΔE to the lowest compared entry with this formula, charge and spin ... 0.564 eV
E_LUMO ... -7.74 eV